(1)
87
Properties=species:S:1:pos:R:3:forces:R:3 method="wB97M-V/def2-TZVPD" total_charge=+1 e_homo_ev=-10.5
O -1.92811 8.56778 4.16926 0.4 -0.1 -0.2
O -0.90030 -5.82802 -5.89682 0.4 0.0 0.4
H 4.41013 -2.33698 3.23293 -0.1 0.7 -1.7
H -2.23152 6.54915 4.25629 0.0 0.1 0.1
C 2.20697 -2.83532 0.67282 -3.1 -1.7 -0.6
F -5.37413 -3.14357 0.67270 2.8 0.6 1.8
C 6.32617 -1.81029 2.22494 -0.5 1.1 -0.2
H -2.34492 -3.55859 2.57873 -1.5 -0.1 -0.9
H 0.23248 -3.02290 -3.60681 0.0 -0.1 0.1
H 1.94843 2.52611 0.91459 -1.5 -0.7 -0.9
C -0.78524 9.77429 2.37936 0.4 -0.2 0.2
C -1.42864 7.89906 1.08614 0.2 0.0 -0.1
H -0.41255 -4.15201 -6.96194 0.0 -0.1 0.0
H -0.02459 10.54280 2.21527 0.0 0.0 0.0
H -2.37601 -5.03001 -0.04548 0.1 1.7 0.5
H 5.48135 -2.25627 -1.35000 -1.1 1.0 1.0
H -3.30698 -5.04260 2.09374 0.3 1.7 -0.5
C -3.93549 2.11647 -0.59198 -1.0 -0.3 -4.1
C 4.66750 -1.61338 -0.86522 -1.2 1.1 -0.8
N 1.16495 -1.81460 0.87546 -1.4 -3.1 -0.5
H -0.04217 -6.98941 -2.85376 0.0 0.0 0.0
P 4.06503 -2.51634 0.68323 0.6 -1.9 0.3
N -3.66294 2.33119 -3.00152 2.0 0.8 4.2
I -1.83619 -0.65689 1.15161 1.6 -1.0 -0.4
H 6.66487 -1.35700 1.21823 -0.3 -1.0 1.5
C -4.64418 -2.15445 2.80167 -0.4 -0.6 -2.0
C 0.27590 -4.72038 0.29065 1.5 4.3 0.7
H -1.19494 10.45704 4.36891 0.0 0.0 0.0
C -0.77877 -3.59426 0.49338 3.0 0.0 0.1
C -0.33601 -6.74688 -4.96288 -0.5 0.2 0.0
C 1.22578 0.58918 -0.13210 0.4 0.6 1.5
C -0.44313 -6.22776 -3.53104 0.4 -0.1 -0.2
H 4.49865 0.55315 -1.45190 0.8 -0.8 1.6
H -1.71382 8.38885 0.14908 -0.1 0.0 0.0
H 6.71702 -1.07055 3.02400 -0.6 -1.4 -1.2
H -1.08755 6.88516 0.86271 0.1 0.1 0.0
H -2.30041 7.83340 1.74301 0.1 0.1 0.0
H 2.58155 -5.10473 0.23273 -1.2 1.4 0.3
C -2.52308 2.88233 -2.32946 -3.8 -2.0 0.1
H 2.61846 -0.21977 1.40721 -1.5 -1.0 -0.4
F -4.29069 -2.43237 4.14119 -0.4 1.5 -3.8
S -2.04084 3.80118 1.61139 0.7 -1.2 -2.7
C 5.06737 -0.06456 -0.65961 0.5 -0.5 -1.2
C -4.43414 -3.06789 1.72919 0.1 1.2 3.2
C 0.96825 2.05370 0.53782 -0.2 -0.8 1.0
C -1.41085 7.25978 4.37209 -0.2 0.1 0.1
H -1.16753 -3.90139 -4.24519 0.0 -0.1 0.0
C -0.90715 9.52088 3.87992 -0.4 0.1 -0.2
H -1.72877 10.14362 1.96368 0.0 -0.1 0.1
H -1.48890 -6.05045 -3.25401 0.0 0.0 -0.1
C 0.08723 -5.02003 -6.52655 -0.1 0.0 -0.2
C -4.56866 1.82107 -1.97631 4.0 2.0 3.5
H -0.62923 7.00711 3.65199 0.0 0.1 0.0
H 4.86054 0.28190 0.40722 0.4 -0.3 -1.6
C -1.64934 3.26216 0.05983 -1.1 -0.2 1.1
S 0.10934 3.24045 -0.59752 -0.9 -0.3 0.6
H 6.18129 0.03996 -0.95005 -1.8 0.1 0.9
H -5.57598 1.29993 -2.10768 1.9 1.0 -0.2
H -0.91168 -7.67331 -5.04247 0.0 0.0 0.0
H -1.01183 7.17525 5.38786 0.1 -0.1 0.0
F -5.19387 -0.86626 2.53828 0.8 -3.4 1.5
H -2.83762 -3.27037 -0.41513 0.8 -1.0 1.4
C 1.77099 -4.31861 0.38368 -2.4 2.6 0.5
H 4.43555 -0.65140 2.45179 0.1 -1.4 -0.2
C 4.69053 -1.75283 2.28676 1.2 1.0 0.7
H 0.91578 -0.02974 2.05481 0.9 -0.8 -1.5
C -3.08415 -3.94747 1.80162 -1.0 -0.9 -0.6
H 0.32716 0.24222 -0.74565 1.4 0.6 0.8
H 0.84716 -4.66552 -5.82470 -0.1 -0.1 0.0
N -2.67244 2.78158 -0.87933 -0.1 -0.4 -1.3
H 6.72309 -2.86325 2.40201 -0.5 1.5 -0.4
C 1.52356 -0.39478 1.13959 -0.2 1.9 0.1
H 2.20308 0.65675 -0.71651 -1.6 -0.3 0.4
H -0.96965 -3.69605 -2.48242 -0.1 0.1 0.0
O 0.33641 -5.04728 -3.34030 -0.3 0.1 0.0
H 3.78098 -1.62456 -1.61255 1.4 -0.3 1.2
H 0.30406 1.95041 1.48008 1.0 0.2 -1.6
C -0.25678 -2.15137 0.81022 0.7 -2.9 -0.6
C -2.34328 -3.96148 0.37134 1.0 0.1 -0.4
H -4.34260 1.86928 0.43802 0.9 0.7 -1.5
H 0.70293 -6.97543 -5.22322 0.0 0.1 0.1
H 0.56858 -5.58796 -7.32916 0.1 0.1 0.0
C -0.44339 -3.86151 -3.42899 0.2 0.0 0.0
H -1.60976 3.36523 -2.80875 -1.7 -0.9 0.7
H 0.05177 9.20269 4.30452 0.0 0.0 -0.1
H -0.01054 -5.79818 0.05998 0.3 1.7 0.4
O -0.34956 8.60589 1.68350 -0.4 0.0 0.2

(2)
88
Properties=species:S:1:pos:R:3:forces:R:3 method="wB97M-V/def2-TZVPD" smiles=C#CCCCNc1nc(CCCCCCCCCCOC)n(CCOCC(F)(F)C(F)(F)C(F)(F)C(F)F)[n+]1CCCS total_charge=+1 e_homo_ev=-10.9
H 1.39943 2.69394 -1.63964 -2.0 0.8 0.0
H 4.76881 -5.08868 -0.47383 -1.3 0.2 -1.2
C 1.49454 6.87728 2.21479 0.7 1.6 2.4
H 2.48729 -2.77424 -1.46302 -0.9 -0.9 1.6
C 4.38769 -9.94223 -3.11337 0.8 0.0 -1.2
H 2.04337 -2.67229 1.49089 -1.2 0.6 -1.6
C 0.55257 6.25099 1.05677 -0.5 1.0 -0.5
H -4.01971 4.29313 0.43315 1.7 -0.3 -1.3
H -5.42470 0.80608 0.84317 1.4 -0.1 1.1
H 2.70890 -6.68644 -2.34001 1.8 0.2 0.9
C 1.83505 -3.32935 -0.67126 -0.6 0.0 -0.2
H -3.59887 2.52301 -2.00920 -0.1 -0.5 2.1
N -2.57807 1.47660 -0.45529 1.0 -2.9 2.3
H 2.88796 -4.64256 0.91208 -0.7 0.0 -1.7
C -0.81741 2.26822 -2.22739 1.3 0.3 -0.5
H 5.79864 -8.36054 -1.34408 -1.5 -0.8 1.2
C 3.64811 -7.80066 -0.60243 0.2 -0.2 -0.5
N -3.38559 0.10255 1.45330 -0.4 -0.5 0.1
F 1.82949 7.34685 -0.81891 -1.3 -3.2 1.6
C 0.68744 6.93604 3.64376 -0.3 0.8 2.2
F 1.81609 8.27116 1.91738 -0.5 -4.2 0.2
C -5.82092 3.07988 2.58178 0.3 -0.5 2.3
C -2.46265 0.42031 0.52879 1.5 -0.3 -0.8
H -5.28003 6.76767 -0.85631 0.5 -1.4 -0.7
H -5.24948 0.11925 2.54561 1.1 0.9 -1.7
C -0.51943 0.33029 -0.60435 -3.2 -0.3 2.3
C 2.54462 -4.70514 -0.18711 0.0 -0.3 -0.4
H -0.84200 5.45933 -0.93365 1.7 0.2 -0.5
H 0.77282 -1.05113 -1.80332 0.2 1.4 1.3
H 3.82208 -4.38191 -2.00609 0.4 -1.3 1.6
H 0.02536 6.52694 -2.18019 0.5 -1.6 1.4
F 2.68787 6.11153 2.47652 -3.1 2.0 -1.3
H -4.16412 1.93023 3.55715 -0.4 0.6 -2.0
H 3.63343 -10.54550 -0.25331 1.4 0.4 -1.1
H 2.74101 -8.50208 -0.82507 1.5 1.4 0.6
H 5.44384 -10.87826 -0.07311 -1.4 0.8 -1.4
C -3.48911 5.02915 -1.62507 0.2 0.4 0.7
H 0.27961 -2.53206 0.80067 2.1 0.3 -0.3
H -1.60941 2.86490 -2.80683 1.1 -0.9 1.2
O 4.81707 -10.87092 -2.07960 -1.1 1.4 0.4
N -1.35171 1.41205 -1.11944 3.4 -2.7 -0.2
C -4.69661 0.75028 1.73177 -0.9 1.0 1.5
H 3.41765 -9.36936 -2.88099 1.5 -0.8 -0.1
C 1.41071 -2.36893 0.56073 -0.1 0.1 0.3
H 4.21970 -10.52120 -4.10792 0.3 0.7 1.9
C -7.32713 2.21883 4.97569 4.0 2.2 -5.4
H -0.30970 1.53711 -2.98340 -1.1 1.4 1.3
H -5.49104 4.16931 2.82398 -0.9 -1.8 -0.7
H -2.86044 5.99220 -1.58625 -0.9 -1.6 0.1
H 5.46003 -8.59906 0.45643 -0.7 -0.4 -1.9
F 2.43608 5.16857 -0.31371 -3.1 2.0 0.1
H -6.52381 3.00147 1.67675 1.1 0.2 1.4
F -0.10732 5.01297 1.46386 1.9 3.1 -0.9
C -3.60520 2.47371 -0.83983 -0.1 2.0 -1.6
C 1.68460 -0.79837 0.30568 0.1 -0.2 0.0
H 0.01311 6.02073 3.81839 1.1 1.5 -0.4
H 0.13960 3.33002 -0.44644 0.2 0.1 -1.9
F -0.13355 8.12306 3.76138 2.1 -2.9 -0.7
C 0.17103 5.62676 -1.45241 -0.4 0.5 -1.0
N -1.21186 -0.35850 0.48881 -1.5 5.5 -4.2
C 3.69475 -6.62369 -1.71572 -0.3 0.0 -0.2
C 4.98845 -8.74431 -0.60334 -0.1 0.5 1.3
H -2.17522 4.06869 0.06767 -1.6 -0.2 -0.8
C 0.93689 -0.20951 -1.01993 -0.3 0.0 0.1
S -5.29480 5.54204 -1.55250 0.4 0.8 0.1
H 0.84914 -3.61325 -1.23314 1.8 0.5 0.9
H -3.55669 2.78016 2.03326 -1.6 -0.8 0.3
F -0.49460 7.24518 0.81801 2.5 -2.8 0.7
C -3.23485 4.01390 -0.37943 -0.8 -0.3 0.0
C 0.35976 3.22381 -1.58303 0.5 -0.7 0.4
H 1.63233 0.57382 -1.49161 -1.5 -1.0 0.6
O 0.51405 4.48817 -2.28198 -0.7 -0.1 1.9
H 1.38150 -0.14403 1.21090 0.4 -1.2 -1.4
C 3.81229 -5.12854 -1.11310 -0.5 -0.3 -0.2
F 1.60250 6.97589 4.78198 -2.0 0.0 -3.2
H 4.60168 -6.82848 -2.42327 -1.7 0.5 1.2
C 4.66518 -10.32341 -0.74075 1.0 0.3 1.1
C 1.30078 6.05400 -0.37812 0.9 0.7 -1.1
H -3.14307 -0.71405 2.06111 -0.1 1.2 -1.0
H 3.50789 -7.32906 0.44315 0.1 -0.9 -1.7
C -4.45750 2.20706 2.45971 -0.3 -1.0 0.8
H -4.68690 2.23136 -0.54994 2.0 -0.1 -0.2
H 1.75556 -5.54163 -0.26809 1.2 1.2 0.3
H -3.33148 4.55808 -2.66217 -0.2 0.6 1.6
H 5.29702 -9.23840 -3.32133 -1.9 -0.8 0.3
H 2.82705 -0.66546 0.18084 -1.9 -0.1 0.0
H -7.95384 2.02459 5.92959 1.6 0.4 -2.3
C -6.58364 2.57405 3.93481 -4.2 -1.5 4.5